(1)
Here is a molecular structure, C23H31CoN8O2P2 from OMol25. Energies are from ωB97M-V/def2-TZVPD.

```
67
C23H31CoN8O2P2 (ωB97M-V/def2-TZVPD)
Co -0.6471 0.8277 0.3308
N 3.9843 -7.2151 -4.0838
C 3.4598 -6.3495 -3.5409
C 2.8055 -5.2597 -2.8800
C 3.3085 -3.9672 -3.0242
C 2.6529 -2.9086 -2.4235
C 1.5100 -3.1305 -1.6563
C 1.0284 -4.4251 -1.4950
C 1.6669 -5.4881 -2.1103
C 0.7977 -1.9681 -1.0615
C 0.8625 -1.7962 0.3268
C 1.5974 -2.5956 1.2339
C 1.4592 -2.0298 2.4875
C 0.6467 -0.9019 2.3153
N 0.2681 -0.7671 1.0388
C 0.1637 -1.0983 -1.9364
C 0.0746 -1.2452 -3.3540
C -0.5472 -0.1244 -3.8374
C -0.8375 0.6835 -2.7153
N -0.4459 0.1051 -1.5835
H 4.1973 -3.7975 -3.6159
H 3.0302 -1.9007 -2.5437
H 0.1387 -4.5994 -0.9029
H 1.2838 -6.4937 -2.0067
H 2.1571 -3.4788 0.9731
H 1.8818 -2.3685 3.4191
H 0.3250 -0.2095 3.0821
H 0.4310 -2.0951 -3.9114
H -0.7913 0.1191 -4.8580
H -1.3060 1.6538 -2.7345
C 2.9825 0.8588 0.1238
P 1.4671 1.8537 0.0911
C 1.5783 2.8317 -1.4356
C 1.6963 3.0631 1.4498
C 0.4210 3.8739 1.6226
P -1.0005 2.7393 1.8845
C -0.9414 2.3933 3.6791
C -2.4011 3.9049 1.7772
H 3.8364 1.5133 -0.0514
H 2.9390 0.0991 -0.6571
H 3.0864 0.3637 1.0895
H 2.3983 3.5439 -1.3464
H 0.6430 3.3616 -1.6174
H 1.7653 2.1613 -2.2745
H 2.5526 3.6980 1.2154
H 1.9282 2.5069 2.3618
H 0.2082 4.4603 0.7246
H 0.4906 4.5676 2.4619
H -0.8486 3.3306 4.2269
H -0.0979 1.7469 3.9206
H -1.8639 1.8988 3.9854
H -2.2030 4.7153 2.4785
H -3.3415 3.4277 2.0551
H -2.4902 4.3163 0.7731
N -2.4870 -0.8413 2.2858
N -3.7799 -0.5151 1.8949
C -3.9999 0.3916 0.9319
N -5.2487 0.6886 0.6192
N -2.9030 0.9260 0.3452
N -2.9832 1.9735 -0.4805
O -1.8563 2.4021 -0.8032
O -4.0166 2.4885 -0.8571
H -2.2669 -1.8002 2.0400
H -2.4002 -0.7321 3.2887
H -4.5699 -1.0144 2.2783
H -6.0294 0.2458 1.0777
H -5.4200 1.3817 -0.0916
```

Values from the calculation:
- orbital gap (spin up / spin down) (eV) = 6.3 / 6.3
- max |F| (eV/Å) = 2.56
- net charge = +2
- energy relative to the best compared isomer or geometry (same formula, charge and spin) (eV) = 0.7446
- LUMO level (spin up / spin down) (eV) = -6.9856 / -7.0104
- molar mass (g mol⁻¹) = 572.44
- HOMO (spin up / spin down) (hartree) = -0.488 / -0.488
- multiplicity = 1
- DFT total energy (eV) = -96557.4692

(2)
Here is 9 unconnected molecules or ions with the total composition C32H76Br4N5 from OMol25. Energies are from ωB97M-V/def2-TZVPD.

```
117
C32H76Br4N5 (ωB97M-V/def2-TZVPD)
N 2.7522 -28.9217 -0.0039
H 2.1594 -28.1041 0.0108
H 2.9429 -29.1248 -0.9747
H 2.2283 -29.6814 0.4065
H 3.6542 -28.6158 0.3322
C 8.8371 -29.2964 -1.5832
C 8.1971 -30.4599 -0.8492
C 6.7551 -30.6447 -1.2679
N 6.1000 -31.9441 -0.7291
C 5.4760 -31.4592 0.6622
C 7.0879 -33.0786 -0.5142
C 6.3324 -34.4071 -0.6584
C 4.8638 -34.1509 -1.0116
C 4.8673 -32.6733 -1.5351
H 8.8476 -29.4412 -2.6635
H 9.8842 -29.2960 -1.2804
H 8.3478 -28.3601 -1.3150
H 8.4004 -30.4501 0.2217
H 8.7123 -31.3735 -1.1461
H 6.6272 -30.7225 -2.3476
H 6.0673 -29.8281 -1.0484
H 6.2359 -31.0162 1.3058
H 5.3056 -32.3841 1.2132
H 4.6052 -30.8419 0.4409
H 7.6206 -32.9613 0.4294
H 7.6444 -33.1014 -1.4511
H 6.2999 -34.8984 0.3141
H 6.7579 -35.0254 -1.4488
H 4.1701 -34.0925 -0.1729
H 4.3773 -34.8485 -1.6933
H 3.9204 -32.1455 -1.4215
H 5.2114 -32.7313 -2.5677
C 2.2307 -20.7077 -0.9931
C 2.7735 -22.1684 -1.2433
C 3.9584 -22.2037 -2.2390
N 4.7800 -23.5156 -2.4725
C 5.9595 -23.1596 -3.3536
C 3.8874 -24.6961 -3.0690
C 4.3118 -25.9551 -2.3823
C 5.1991 -25.7194 -1.1840
C 5.3213 -24.2148 -1.1897
H 1.8955 -20.2440 -1.9208
H 3.0664 -20.1898 -0.5225
H 1.4168 -20.6376 -0.2715
H 1.8665 -22.7053 -1.5212
H 3.0895 -22.5409 -0.2688
H 4.7131 -21.4442 -2.0348
H 3.5779 -21.9930 -3.2385
H 6.5880 -22.4463 -2.8203
H 5.5721 -22.7322 -4.2784
H 6.4531 -24.0990 -3.6025
H 4.0768 -24.6889 -4.1424
H 2.8539 -24.4647 -2.8110
H 4.7269 -26.6895 -3.0725
H 3.4304 -26.4697 -1.9996
H 6.2064 -26.1345 -1.1523
H 4.7179 -26.0718 -0.2716
H 6.3599 -23.9144 -1.0507
H 4.8202 -23.7590 -0.3358
C 0.5370 -32.1009 -4.1545
C -0.9343 -31.8698 -3.7015
C -1.0847 -31.8340 -2.1524
N -2.2645 -30.8543 -1.6715
C -3.6146 -31.0490 -2.3298
C -1.8177 -29.3352 -1.6524
C -1.6703 -28.9835 -0.1704
C -2.7888 -29.7973 0.4830
C -2.5429 -31.1785 -0.1923
H 0.9748 -31.1098 -4.0365
H 0.6608 -32.4330 -5.1853
H 1.0920 -32.6707 -3.4093
H -1.5084 -32.6517 -4.1985
H -1.3064 -30.9767 -4.2033
H -0.2116 -31.6727 -1.5201
H -1.5371 -32.7867 -1.8771
H -4.3263 -30.4775 -1.7341
H -3.8218 -32.1175 -2.2708
H -3.6495 -30.7357 -3.3732
H -2.7104 -28.8328 -2.0249
H -1.0692 -28.9461 -2.3427
H -1.8231 -27.9159 -0.0118
H -0.6406 -29.0901 0.1709
H -3.7224 -29.2443 0.3801
H -2.6140 -29.9591 1.5467
H -3.3727 -31.8682 -0.0383
H -1.6948 -31.7452 0.1922
C -4.0902 -28.1900 5.0469
C -2.7617 -28.9034 5.1988
C -1.6975 -28.3583 4.2943
N -0.3817 -29.0847 4.3371
C -0.5114 -30.5903 4.0197
C 0.3160 -28.8767 5.7044
C 1.8245 -28.8726 5.4090
C 2.0092 -28.4725 3.9614
C 0.6540 -28.4187 3.3892
H -4.5813 -28.5003 4.1246
H -4.0073 -27.1241 5.2596
H -4.7597 -28.6219 5.7907
H -2.9687 -29.9455 4.9555
H -2.4618 -28.8584 6.2458
H -1.5152 -27.3024 4.4943
H -2.0123 -28.4666 3.2564
H 0.4568 -31.0890 3.9741
H -0.9916 -30.5612 3.0416
H -1.1199 -31.0658 4.7890
H -0.0587 -29.6537 6.3708
H 0.1393 -27.9424 6.2373
H 2.1529 -29.9004 5.5640
H 2.4720 -28.3078 6.0797
H 2.4971 -29.2741 3.4069
H 2.6340 -27.5804 3.9179
H 0.6056 -28.9901 2.4622
H 0.3582 -27.3855 3.2069
Br 3.3034 -29.7589 -3.1532
Br 5.1284 -27.9390 2.0757
Br 1.4045 -31.8380 0.8403
Br 0.8460 -26.1629 -0.0572
```

Values from the calculation:
- orbital gap (eV) = 7.6
- max |F| (eV/Å) = 2.95
- net charge = +1
- energy relative to the best compared isomer or geometry (same formula, charge and spin) (eV) = 3.6111
- LUMO level (eV) = -1.4924
- molar mass (g mol⁻¹) = 850.61
- HOMO (hartree) = -0.334
- multiplicity = 1
- DFT total energy (eV) = -322031.0644

(3)
Here is a molecular structure, C18H15As3CuF18N3O6 from OMol25. Energies are from ωB97M-V/def2-TZVPD.

```
64
C18H15As3CuF18N3O6 (ωB97M-V/def2-TZVPD)
Cu -0.2482 1.5312 0.5472
As 0.2292 5.2271 2.4038
F 1.5484 4.4669 3.3128
F 0.0481 6.5430 3.5541
F -1.1147 6.0797 1.5018
F 0.1364 3.7913 1.2226
F -0.9298 4.3485 3.5216
F 1.3493 6.0586 1.2940
As -3.7313 -0.1767 -0.4824
F -5.2887 -0.9964 -1.0727
F -4.1673 1.4562 -1.2323
F -2.3150 0.5586 0.4051
F -3.4125 -1.7367 0.4020
F -2.8765 -0.7975 -1.8822
F -4.7850 0.1952 0.9566
As -1.5007 0.8543 4.0619
F -0.9089 1.5995 2.5857
F -0.9706 -0.7124 3.5512
F -2.1837 0.2028 5.5619
F -2.1111 2.4410 4.6782
F -3.1174 0.6564 3.2618
F 0.0853 1.3359 4.9363
C -1.2206 -5.8091 -1.0051
C -0.1037 -5.4806 -1.7817
C 0.5901 -4.2628 -1.5900
C 0.1416 -3.3454 -0.7270
C -1.0819 -3.6178 -0.0029
C -1.7421 -4.8148 -0.1176
N 0.8293 -1.9424 -0.8329
O 1.7106 -1.6575 -1.6767
O 0.4553 -1.0699 0.0189
H -1.7098 -6.7246 -1.3035
H 0.2155 -6.0663 -2.6312
H 1.5066 -4.0516 -2.1209
H -1.3127 -2.8170 0.6841
H -2.6177 -5.0251 0.4787
C 2.0485 -3.1818 3.3630
C 1.5602 -1.9825 3.7341
C 1.9931 -0.7648 3.1623
C 2.7693 -0.8405 1.9443
C 3.2198 -2.0340 1.4810
C 2.9269 -3.2125 2.2149
N 3.0871 0.3770 1.1737
O 4.0738 0.2901 0.4358
O 2.3622 1.3322 1.2055
H 1.8075 -4.0949 3.8869
H 0.9447 -2.0244 4.6206
H 1.7380 0.2176 3.5314
H 3.8300 -2.1605 0.5989
H 3.3215 -4.1469 1.8438
C 0.6769 3.0320 -6.4210
C 1.7005 2.6840 -5.6019
C 1.5106 2.3144 -4.2462
C 0.1922 2.3258 -3.6767
C -0.8914 2.7347 -4.5121
C -0.6072 3.0111 -5.8106
N -0.0361 1.9716 -2.2355
O 0.8211 1.4225 -1.6238
O -1.1741 2.1508 -1.7800
H 0.9606 3.2791 -7.4333
H 2.6636 2.5102 -6.0586
H 2.4502 2.2319 -3.7202
H -1.8963 2.9423 -4.1752
H -1.4483 3.3746 -6.3824
```

Values from the calculation:
- orbital gap (eV) = 7.1
- max |F| (eV/Å) = 4.61
- net charge = -2
- energy relative to the best compared isomer or geometry (same formula, charge and spin) (eV) = 4.3051
- LUMO level (eV) = 2.7542
- molar mass (g mol⁻¹) = 999.61
- HOMO (hartree) = -0.161
- multiplicity = 1
- DFT total energy (eV) = -311737.1256

(4)
Here is a single C3H5NOS molecule from OMol25. Energies are from ωB97M-V/def2-TZVPD.

```
11
C3H5NOS (ωB97M-V/def2-TZVPD)
C -1.1829 0.4460 -0.2097
C 1.3225 0.0571 0.0001
C 2.6727 -0.2987 0.1331
H -4.0506 -0.7683 0.4393
H -0.6148 1.5473 -0.0018
H 0.8719 1.0812 -0.2699
H 3.4102 0.5232 -0.0335
H 3.2601 -1.4050 -0.0754
N -2.5272 0.4441 0.1352
O -3.0235 -0.8126 -0.0579
S -0.1385 -0.8143 -0.0595
```

Values from the calculation:
- orbital gap (eV) = 8.6
- max |F| (eV/Å) = 7.97
- net charge = 0
- energy relative to the best compared isomer or geometry (same formula, charge and spin) (eV) = 6.0935
- LUMO level (eV) = 0.5201
- molar mass (g mol⁻¹) = 103.15
- HOMO (hartree) = -0.299
- multiplicity = 1
- DFT total energy (eV) = -17559.1739